Record 1
{
  "formula": "C7H10LuN2O2",
  "method": "ωB97M-V with the def2-TZVPD basis set",
  "symbols": ["C", "C", "C", "C", "C", "Lu", "N", "C", "C", "H", "H", "H", "H", "H", "H", "H", "H", "H", "H", "O", "N", "O"],
  "coordinates": [[0.4294, -1.2057, -2.1273], [0.1642, 0.1931, -2.1458], [-1.0042, 0.4471, -1.3538], [-1.4902, -0.8121, -0.8771], [-0.6082, -1.8270, -1.3618], [0.6346, -0.2981, 0.2833], [0.0480, -3.2907, 0.8018], [2.2105, 1.2159, 0.3705], [1.2290, 2.0015, -0.1666], [-1.4779, 1.4168, -1.1848], [0.7361, 0.9481, -2.6866], [-2.4256, -0.9568, -0.3331], [-0.7715, -2.9011, -1.2582], [1.2463, -1.7082, -2.6555], [1.2308, 2.3091, -1.2171], [2.5043, 1.2919, 1.4378], [0.5624, -4.0613, 1.2726], [0.5947, 2.6178, 0.4875], [2.9978, 0.7859, -0.2711], [-2.2664, 1.1529, 2.9616], [-1.3989, 1.4064, 2.1737], [-0.6797, 0.3250, 1.7269]],
  "forces_ev_per_a": [[-0.757, 0.225, 0.092], [-0.443, -0.066, -0.092], [-0.258, -0.523, -0.855], [0.236, 0.008, -1.370], [-0.550, 0.203, -0.886], [-1.955, -3.505, 0.314], [0.527, 0.687, 0.448], [4.021, -0.260, 1.256], [-1.398, 2.565, -0.552], [0.315, -0.383, -0.018], [-0.135, -0.350, 0.285], [0.608, -0.037, 0.027], [0.299, 0.596, 0.335], [-0.380, 0.182, 0.324], [0.011, -0.167, 0.531], [-0.152, 0.050, -0.595], [0.112, 0.322, -0.090], [0.284, -0.289, -0.251], [-0.093, 0.417, 0.197], [0.827, -0.201, -0.639], [0.458, -1.117, -0.291], [-1.577, 1.643, 1.831]],
  "e_tot_ev": -48111.456,
  "mol_weight_g_mol": 329.14,
  "homo_ha": [-0.095, -0.137],
  "total_charge": -1
}


Record 2
{
  "formula": "C7H10N",
  "method": "ωB97M-V with the def2-TZVPD basis set",
  "symbols": ["C", "C", "C", "C", "C", "C", "C", "N", "H", "H", "H", "H", "H", "H", "H", "H", "H", "H"],
  "coordinates": [[-1.3556, -1.3224, -0.5004], [-0.7996, -0.5947, 0.6898], [1.4302, -0.6332, -0.4340], [0.6328, -0.3428, 0.7846], [-2.1127, -0.2881, -0.9646], [2.4863, 0.1161, -0.7588], [-1.6602, 0.5365, 0.1768], [-1.8227, 1.7905, 0.5545], [-1.0878, -2.2974, -0.8579], [-1.0685, -1.0252, 1.6249], [0.7408, 0.6511, 1.0760], [1.0471, -1.0333, 1.4970], [1.3141, -1.6023, -0.9265], [-2.7468, -0.0902, -1.8057], [2.9377, 0.9913, -0.1957], [3.0578, -0.1307, -1.6365], [-1.3437, 2.1136, 1.3622], [-2.5329, 2.3412, 0.2705]],
  "forces_ev_per_a": [[-0.246, 0.785, -0.681], [-1.172, -0.199, 0.085], [1.331, 0.890, -0.261], [1.581, -1.598, -0.777], [0.565, 0.278, 1.478], [0.485, 0.569, 0.116], [-0.987, 0.678, -1.111], [2.542, -4.125, 0.755], [-0.274, -0.324, -0.249], [-1.036, -0.105, 0.865], [0.822, 1.637, 0.825], [0.120, 0.041, 0.935], [-0.307, 0.411, -0.154], [-0.173, -0.068, -0.176], [-1.241, -0.996, -0.563], [0.254, -0.263, -0.112], [0.485, 0.212, 0.792], [-2.749, 2.177, -1.766]],
  "e_tot_ev": -8901.730,
  "mol_weight_g_mol": 108.16,
  "relative_energy_kj_mol": 179.8,
  "homo_ha": -0.485,
  "total_charge": 1
}


Record 3
{
  "formula": "C7H10N",
  "method": "ωB97M-V with the def2-TZVPD basis set",
  "symbols": ["C", "C", "C", "C", "C", "C", "C", "N", "H", "H", "H", "H", "H", "H", "H", "H", "H", "H"],
  "coordinates": [[-1.5414, 0.8649, 0.1435], [-2.6199, 0.2890, 0.4205], [-3.3498, -0.7267, 0.0248], [0.4422, 0.6971, -1.3456], [0.9552, 0.2389, -0.0279], [1.3184, -1.2772, -0.0029], [1.7093, 0.9864, 1.0562], [-0.4408, 0.5084, -0.3100], [-3.3428, -1.6781, 0.5829], [-4.2659, -0.7050, -0.7049], [0.6560, 1.7750, -1.6591], [0.4596, 0.0162, -2.0868], [0.5451, -1.8342, -0.2518], [1.6218, -1.5071, 0.9306], [2.1746, -1.2765, -0.7236], [1.1725, 1.0218, 2.0378], [1.7046, 2.0137, 0.9095], [2.8013, 0.5936, 1.0069]],
  "forces_ev_per_a": [[-0.123, -1.588, -0.496], [-1.722, -0.016, -0.041], [-3.147, -0.849, 0.179], [2.642, 5.561, 0.336], [0.715, -2.281, 1.146], [2.946, 4.854, -2.169], [0.516, -0.922, 0.026], [0.242, 1.191, 1.098], [0.175, 0.519, -0.052], [2.246, 0.388, 0.955], [-0.438, -1.564, 0.352], [-0.326, -2.283, -2.500], [-3.423, -2.809, -1.642], [1.174, -0.945, 3.016], [-0.672, -0.798, 0.631], [0.773, -1.292, -0.508], [0.432, 2.128, -1.031], [-2.012, 0.706, 0.699]],
  "e_tot_ev": -8897.944,
  "mol_weight_g_mol": 108.16,
  "relative_energy_kj_mol": 545.1,
  "homo_ha": -0.528,
  "total_charge": 1
}


Record 4
{
  "formula": "C7H10N",
  "method": "ωB97M-V with the def2-TZVPD basis set",
  "symbols": ["C", "C", "C", "C", "C", "C", "C", "N", "H", "H", "H", "H", "H", "H", "H", "H", "H", "H"],
  "coordinates": [[-0.1620, 1.2110, 2.8400], [-0.5532, 0.5128, 1.8599], [0.3506, -0.1700, 1.0954], [1.1608, 0.9261, 1.8593], [-1.0693, -0.0071, -0.6779], [-1.4322, -0.2936, -2.0781], [1.0350, -1.0433, -1.0803], [0.1439, -0.3257, -0.2610], [-0.3907, 1.5981, 3.8369], [1.4126, 1.8009, 1.3354], [1.7997, 0.4569, 2.6600], [-1.7699, 0.5137, -0.0278], [-0.5454, 0.0518, -2.7052], [-2.2724, 0.2109, -2.4867], [-1.5101, -1.4171, -2.0494], [1.4139, -0.4464, -1.9472], [0.5006, -1.9453, -1.4490], [1.8881, -1.6335, -0.7245]],
  "forces_ev_per_a": [[-0.814, 1.932, 1.403], [1.311, -0.482, 0.538], [0.756, -1.167, 0.695], [-1.128, -1.941, 2.076], [1.160, 0.379, -1.541], [2.159, -0.803, -0.062], [1.304, -2.284, -2.977], [-2.902, 1.643, 0.693], [0.564, -0.291, -0.631], [0.475, 0.962, -0.531], [-0.280, 0.551, -1.169], [0.444, -0.218, 0.121], [-1.111, -0.903, 0.471], [-1.023, 0.119, 0.201], [-0.158, 0.850, -0.938], [-0.555, -0.420, 0.708], [-0.159, 0.807, -0.459], [-0.044, 1.265, 1.404]],
  "e_tot_ev": -8897.629,
  "mol_weight_g_mol": 108.16,
  "relative_energy_kj_mol": 575.5,
  "homo_ha": -0.446,
  "total_charge": 1
}


Record 5
{
  "formula": "C7H10N2",
  "method": "ωB97M-V with the def2-TZVPD basis set",
  "symbols": ["C", "C", "C", "C", "C", "C", "C", "H", "H", "H", "H", "H", "H", "H", "H", "H", "H", "N", "N"],
  "coordinates": [[1.2468, -1.4604, -0.5071], [0.1584, -0.3373, -0.5998], [-0.9588, 0.1053, 0.1308], [-1.7875, 1.2491, -0.4059], [-1.5489, 2.5224, 0.3050], [0.7357, -2.1318, 0.7394], [0.3721, -2.7835, 1.6055], [2.9708, -0.5514, -0.9573], [2.6062, -0.6420, 0.6516], [1.1985, -2.2373, -1.3451], [0.5156, 0.1545, -1.5428], [-1.3810, -0.4987, 0.9160], [-2.6867, 0.8183, -0.9574], [-2.4241, 3.1057, 0.2192], [-1.0864, 2.6187, 1.3925], [0.2151, 2.1391, -1.0135], [0.1744, -3.2626, 2.6690], [2.5201, -1.0557, -0.3234], [-0.8404, 2.2475, -0.9765]],
  "forces_ev_per_a": [[-5.581, -2.190, 1.490], [-0.925, 1.212, -0.981], [2.428, -2.093, -2.702], [3.256, -2.002, 0.034], [0.687, -0.347, 1.215], [3.319, 2.711, -6.534], [-2.616, -4.942, 9.244], [1.958, 2.619, -3.463], [0.285, -0.539, -1.940], [-0.414, 1.287, 0.767], [-1.125, 0.586, 0.848], [0.216, -0.189, 0.398], [0.983, 1.500, 0.577], [-0.416, 1.485, -0.209], [-0.572, -0.688, -2.587], [-2.209, -0.503, 0.854], [0.310, 1.194, -3.247], [1.461, -0.653, 6.203], [-1.045, 1.551, 0.035]],
  "e_tot_ev": -10394.700,
  "mol_weight_g_mol": 122.17,
  "relative_energy_kj_mol": 666.8,
  "homo_ha": -0.331
}


Record 6
{
  "formula": "C7H10N2",
  "method": "ωB97M-V with the def2-TZVPD basis set",
  "symbols": ["C", "C", "C", "C", "C", "C", "C", "H", "H", "H", "H", "H", "H", "H", "H", "H", "H", "N", "N"],
  "coordinates": [[-1.3852, 1.2049, -0.0232], [-1.6842, -0.2617, -0.2656], [-0.6971, -1.1398, 0.6377], [0.5506, -1.2470, -0.2724], [1.8927, -1.0438, -0.2786], [0.2040, 1.0621, -0.0175], [0.2790, -0.1134, 0.7709], [-1.7381, 1.7450, -1.0222], [-1.8032, 1.8465, 0.8804], [-1.0675, -0.5028, -1.2339], [-2.9561, -0.8613, -0.6592], [-1.3599, -1.6935, 1.3915], [0.1516, -1.2401, -1.3418], [2.7246, -1.8130, -0.1908], [1.9872, 1.6726, 1.0499], [0.0871, 0.8186, -1.0204], [0.7443, -0.2225, 1.6399], [2.4592, 0.1844, -0.0345], [1.6108, 1.6049, -0.0103]],
  "forces_ev_per_a": [[-1.825, 5.022, -0.139], [-1.631, -4.073, -3.315], [-4.137, 0.487, -0.005], [-3.953, -2.204, -0.458], [7.934, 2.947, 2.653], [-1.424, 1.973, -0.180], [-2.777, -2.398, -1.902], [0.634, -0.667, 2.211], [0.354, -1.877, -1.595], [-2.668, 1.178, 1.010], [3.834, 2.381, 1.801], [2.093, 0.185, -0.708], [0.885, 0.315, 1.406], [-0.827, 0.757, -0.670], [-1.428, 0.751, -2.698], [1.362, -0.667, -1.897], [3.040, 0.190, 3.127], [-0.749, -1.649, -2.295], [1.283, -2.650, 3.654]],
  "e_tot_ev": -10389.053,
  "mol_weight_g_mol": 122.17,
  "relative_energy_kj_mol": 1211.6,
  "homo_ha": -0.302
}


Record 7
{
  "formula": "C7H10N2O",
  "method": "ωB97M-V with the def2-TZVPD basis set",
  "symbols": ["C", "C", "C", "C", "C", "C", "C", "N", "N", "O", "H", "H", "H", "H", "H", "H", "H", "H", "H", "H"],
  "coordinates": [[1.0469, -1.3897, -0.7471], [-2.3123, -0.2812, 0.4447], [-1.0261, 0.4747, 0.9633], [0.1167, -0.5168, 1.3941], [1.2693, -0.6787, 0.3237], [2.5619, -0.0059, 0.6601], [-2.2112, -0.7813, -1.8647], [0.8670, -2.1158, -1.7088], [-2.0906, -1.0286, -0.6638], [-3.3280, -0.2775, 1.0679], [-0.5928, 0.9764, 0.1062], [-1.1255, 1.0825, 1.7781], [0.6760, -0.0295, 2.2720], [-0.3858, -1.3280, 1.8393], [3.4171, -0.2209, -0.0511], [2.9936, -0.3589, 1.6127], [2.2929, 0.9471, 0.6959], [-1.6820, -1.6269, -2.5568], [-2.5497, 0.0990, -2.3886], [0.4715, -1.5270, -2.4906]],
  "forces_ev_per_a": [[0.464, 0.339, 0.895], [1.515, 1.780, 1.567], [1.067, -2.910, -2.787], [1.750, 2.492, 0.070], [-1.564, -1.484, 1.166], [2.167, -4.478, -0.707], [2.268, -2.687, -2.900], [-0.661, 0.553, -1.657], [0.439, -0.420, 0.573], [-1.298, -0.121, 0.523], [-0.185, 0.677, -0.095], [-1.363, 1.779, 1.746], [-0.898, -0.555, -1.122], [0.036, -1.780, 0.051], [-1.293, 0.517, 0.340], [-0.590, 0.247, -0.062], [-0.194, 4.568, 0.368], [-1.756, 1.933, 1.154], [-0.419, 0.497, 0.258], [0.515, -0.948, 0.619]],
  "e_tot_ev": -12445.406,
  "mol_weight_g_mol": 138.17,
  "relative_energy_kj_mol": 390.0,
  "homo_ha": -0.320
}


Record 8
{
  "formula": "C7H10N2O",
  "method": "ωB97M-V with the def2-TZVPD basis set",
  "symbols": ["N", "C", "C", "N", "C", "C", "C", "C", "C", "H", "H", "H", "H", "H", "H", "H", "H", "O", "H", "H"],
  "coordinates": [[0.8733, -0.4445, -1.5903], [0.4108, -0.7727, -0.2579], [1.3515, -0.2163, 0.7487], [1.9912, 0.2025, 1.6204], [-1.0257, -0.3438, 0.0757], [-2.1419, -1.2689, -0.3689], [-1.8088, -1.1610, 1.0831], [-1.2589, 1.0834, 0.0121], [-1.4228, 2.2829, -0.0409], [0.3617, -0.9936, -2.2756], [0.7144, 0.5379, -1.8038], [0.4628, -1.8660, -0.1403], [-3.0564, -0.7972, -0.7277], [-1.8479, -2.1717, -0.9060], [-1.2777, -1.9888, 1.5549], [-2.4920, -0.6188, 1.7361], [-1.5611, 3.3495, -0.0626], [4.2816, 1.8112, 0.3435], [3.5065, 1.8053, -0.2338], [3.9394, 1.5705, 1.2332]],
  "forces_ev_per_a": [[-0.064, 0.026, -0.264], [0.014, -0.160, 0.166], [0.369, 0.432, 1.221], [-0.737, -0.508, -1.244], [-0.050, 0.012, 0.050], [-0.065, -0.018, -0.302], [0.097, 0.036, 0.283], [-0.153, 1.186, -0.029], [0.165, -0.882, 0.045], [0.082, 0.117, 0.105], [-0.006, -0.131, 0.108], [-0.012, 0.233, -0.045], [0.286, -0.148, 0.107], [-0.088, 0.214, 0.164], [-0.154, 0.229, -0.122], [0.219, -0.169, -0.208], [0.043, -0.471, -0.007], [-0.274, -0.054, 0.656], [0.167, -0.081, 0.300], [0.160, 0.138, -0.984]],
  "e_tot_ev": -12445.862,
  "mol_weight_g_mol": 138.17,
  "relative_energy_kj_mol": 346.0,
  "homo_ha": -0.369
}


Record 9
{
  "formula": "C7H10N2O2",
  "method": "ωB97M-V with the def2-TZVPD basis set",
  "symbols": ["C", "C", "C", "C", "C", "C", "C", "H", "H", "H", "H", "H", "H", "H", "H", "H", "H", "N", "N", "O", "O"],
  "coordinates": [[-0.8863, 0.3959, 4.0606], [-0.6164, -0.5688, 3.2695], [0.0316, -0.4656, 1.8757], [0.6270, 0.8972, 0.0792], [-0.1233, 0.5618, -2.1612], [0.0053, -0.3971, -3.3008], [0.5009, -1.6047, -3.2384], [-1.6773, 0.3230, 4.8935], [-0.4026, 1.3627, 3.8868], [-0.9755, -1.6572, 3.3738], [-1.1001, 1.0979, 1.4610], [1.7393, 0.6724, 0.3858], [0.6370, 2.0563, -0.1661], [0.6936, -0.8806, -0.8046], [-0.3875, 0.0608, -4.2127], [0.9657, -2.0027, -2.2777], [0.5480, -2.1425, -4.1553], [-0.1849, 0.7310, 1.1776], [0.3462, 0.0211, -0.9954], [0.7594, -1.3054, 1.4168], [-0.5599, 1.6720, -2.3126]],
  "forces_ev_per_a": [[-1.739, 2.692, 2.833], [-0.262, -4.770, -3.613], [0.135, 1.925, 1.062], [3.191, 3.389, -0.708], [0.862, -2.493, -0.337], [-1.032, 1.610, -0.316], [1.099, -0.583, 1.370], [1.811, -0.027, -1.066], [-0.515, -0.089, 0.088], [0.306, 1.842, 0.268], [0.856, 0.703, -1.079], [-2.099, 0.443, -0.195], [-0.241, -2.618, -0.236], [0.135, -1.033, -0.514], [0.141, -0.460, 0.056], [-0.760, 0.221, -1.688], [0.185, -0.827, -0.265], [-1.741, -2.191, 4.315], [-0.637, 2.583, -0.212], [0.505, -1.171, -0.066], [-0.202, 0.853, 0.304]],
  "e_tot_ev": -14494.566,
  "mol_weight_g_mol": 154.17,
  "relative_energy_kj_mol": 240.3,
  "homo_ha": -0.360
}


Record 10
{
  "formula": "C7H10N2O2",
  "method": "ωB97M-V with the def2-TZVPD basis set",
  "symbols": ["C", "C", "C", "C", "C", "C", "C", "N", "N", "O", "O", "H", "H", "H", "H", "H", "H", "H", "H", "H", "H"],
  "coordinates": [[2.5063, -2.2081, 0.6116], [1.3686, -1.7930, 1.2143], [2.8041, -1.5390, -0.6145], [0.4672, -0.8132, 0.6009], [1.6771, 2.2985, 0.5043], [2.0471, -0.5549, -1.1787], [0.8389, -0.1253, -0.5229], [0.0341, 0.7599, -1.1293], [-2.4215, 1.9566, 0.3374], [2.4408, 2.5132, -0.3149], [1.0874, 2.1874, 1.4825], [3.3845, -2.6940, 1.0694], [1.1597, -2.1164, 2.2153], [3.6528, -1.9511, -1.1792], [-0.4107, -0.4678, 1.0172], [2.2386, -0.1942, -2.2244], [-0.9978, 0.8356, -0.8148], [0.0655, 0.8199, -2.1355], [-2.6879, 3.0379, 0.2312], [-1.3475, 2.0629, 0.3889], [-2.7709, 1.6355, 1.1923]],
  "forces_ev_per_a": [[1.514, 1.796, -1.135], [-1.883, 1.542, 0.139], [0.753, -1.240, -0.515], [3.139, -1.394, 0.446], [0.847, 0.538, 1.156], [-0.878, 0.321, -0.671], [1.743, -3.043, -0.871], [-3.726, 2.163, -0.285], [2.340, 4.175, -2.309], [0.930, 0.197, -2.107], [-1.648, -0.390, 1.015], [-1.143, -0.379, -0.010], [-0.400, -0.268, 0.293], [-0.201, 0.530, 0.195], [-1.823, 0.099, 1.419], [0.081, -0.188, 1.251], [2.362, -0.491, -0.648], [0.351, 0.002, 0.057], [0.347, -3.236, 0.419], [-2.281, -0.362, 0.511], [-0.425, -0.369, 1.652]],
  "e_tot_ev": -14496.217,
  "mol_weight_g_mol": 154.17,
  "relative_energy_kj_mol": 81.0,
  "homo_ha": -0.300
}